<w>
C9H14 | wB97M-V/def2-TZVPD

The geometry in ORCA input format:
```
! wB97M-V def2-TZVPD RIJCOSX def2/J DEFGRID3
* xyz 0 1
C 3.219 0.049 1.434
C 2.221 0.645 0.478
C 1.511 1.774 0.950
C 0.237 2.069 0.524
C -0.292 1.209 -0.491
C 0.513 0.356 -1.228
C 1.780 0.057 -0.671
H 3.803 -0.747 0.992
H 2.714 -0.378 2.389
H 3.965 0.703 1.857
H 1.924 2.465 1.667
H -0.304 2.905 0.944
H -1.332 1.391 -0.667
H 0.017 -0.122 -2.050
H 2.403 -0.678 -1.156
C -4.002 -1.840 -1.046
C -3.595 -2.904 -0.010
H -3.765 -0.800 -0.768
H -3.445 -1.939 -1.982
H -5.045 -1.969 -1.311
H -2.799 -2.526 0.646
H -3.307 -3.883 -0.388
H -4.435 -3.056 0.683
*
```

For the molar mass, the calculation gives 122.2 g/mol. The structure (SMILES) is Cc1ccccc1.CC. The gap between HOMO and LUMO is 0.361 Ha.



<x>
C9H14 | wB97M-V/def2-TZVPD

The geometry in ORCA input format:
```
! wB97M-V def2-TZVPD RIJCOSX def2/J DEFGRID3
* xyz 0 1
C 2.358 -1.199 1.156
C 1.454 -0.174 0.469
C 1.265 -0.231 -0.902
C 0.329 0.678 -1.387
C -0.304 1.604 -0.595
C -0.010 1.711 0.759
C 0.994 0.894 1.278
H 3.332 -1.283 0.654
H 1.940 -2.165 0.853
H 2.318 -1.111 2.231
H 1.796 -0.946 -1.509
H 0.184 0.716 -2.470
H -1.122 2.254 -0.899
H -0.600 2.404 1.343
H 1.275 0.926 2.315
C -3.031 -0.574 -0.430
C -2.067 -1.722 -0.430
H -3.108 -0.320 0.641
H -2.634 0.257 -1.017
H -4.011 -0.723 -0.867
H -2.175 -2.565 0.243
H -1.092 -1.412 -0.001
H -1.760 -1.836 -1.487
*
```

For the molar mass, the calculation gives 122.2 g/mol. The structure (SMILES) is Cc1ccccc1.CC. The gap between HOMO and LUMO is 0.366 Ha.



<y>
C9H14 | wB97M-V/def2-TZVPD

The geometry in ORCA input format:
```
! wB97M-V def2-TZVPD RIJCOSX def2/J DEFGRID3
* xyz 0 1
C -1.431 1.802 -0.564
C -0.093 1.397 -0.020
C 0.087 0.785 1.181
C 1.390 0.327 1.555
C 2.465 0.700 0.798
C 2.321 1.475 -0.370
C 1.058 1.776 -0.774
H -1.543 1.332 -1.538
H -1.516 2.890 -0.628
H -2.231 1.590 0.150
H -0.665 0.395 1.858
H 1.565 -0.194 2.486
H 3.448 0.320 1.057
H 3.164 1.774 -0.975
H 0.903 2.347 -1.685
C -0.598 -2.595 0.162
C -1.627 -2.021 -0.827
H -0.081 -1.860 0.760
H -1.064 -3.355 0.801
H 0.131 -3.251 -0.327
H -2.179 -1.226 -0.320
H -2.410 -2.736 -1.072
H -1.095 -1.671 -1.707
*
```

For the molar mass, the calculation gives 122.2 g/mol. The structure (SMILES) is Cc1ccccc1.CC. The gap between HOMO and LUMO is 0.371 Ha.



<z>
C9H14 | wB97M-V/def2-TZVPD

The geometry in ORCA input format:
```
! wB97M-V def2-TZVPD RIJCOSX def2/J DEFGRID3
* xyz 0 1
C -0.167 -3.426 1.212
C -0.686 -2.074 0.713
C -1.932 -1.537 0.976
C -2.308 -0.278 0.553
C -1.502 0.455 -0.353
C -0.336 -0.139 -0.803
C 0.080 -1.343 -0.182
H -0.781 -4.207 0.769
H -0.241 -3.435 2.301
H 0.843 -3.470 0.827
H -2.682 -2.063 1.555
H -3.253 0.116 0.908
H -1.845 1.380 -0.771
H 0.388 0.288 -1.489
H 1.109 -1.646 -0.400
C 2.622 4.263 -1.025
C 2.718 2.753 -0.804
H 2.882 4.826 -0.142
H 3.052 4.573 -1.992
H 1.565 4.507 -1.172
H 2.475 2.532 0.249
H 3.683 2.301 -1.031
H 2.074 2.150 -1.497
*
```

For the molar mass, the calculation gives 122.2 g/mol. The structure (SMILES) is Cc1ccccc1.CC. The gap between HOMO and LUMO is 0.370 Ha.



Stability comparison, relative energies in hartree: <w> 0.0186; <x> 0.0205; <y> 0.0000; <z> 0.0041



<w>
C9H14 | wB97M-V/def2-TZVPD

The geometry in ORCA input format:
```
! wB97M-V def2-TZVPD RIJCOSX def2/J DEFGRID3
* xyz 0 1
C -0.335 -0.123 1.493
C -1.292 -0.231 0.355
C -1.840 0.893 -0.342
C -2.984 0.786 -1.120
C -3.509 -0.501 -1.291
C -2.792 -1.613 -0.889
C -1.681 -1.443 -0.090
H -0.239 0.834 2.026
H 0.768 -0.163 1.114
H -0.479 -0.934 2.249
H -1.297 1.762 0.051
H -3.370 1.641 -1.646
H -4.309 -0.764 -1.991
H -3.158 -2.637 -0.979
H -1.090 -2.388 0.283
C 2.768 0.265 0.200
C 4.120 0.891 -0.013
H 2.946 -0.462 1.007
H 1.953 0.999 0.513
H 2.370 -0.215 -0.661
H 4.211 1.843 -0.722
H 4.679 0.256 -0.593
H 4.561 1.304 1.046
*
```

For the molar mass, the calculation gives 122.2 g/mol. The structure (SMILES) is Cc1ccccc1.CC. The gap between HOMO and LUMO is 0.359 Ha.



<x>
C9H14 | wB97M-V/def2-TZVPD

The geometry in ORCA input format:
```
! wB97M-V def2-TZVPD RIJCOSX def2/J DEFGRID3
* xyz 0 1
C -1.007 2.347 -1.260
C -1.406 1.410 -0.135
C -2.692 1.413 0.463
C -2.858 0.637 1.579
C -1.912 -0.244 2.125
C -0.642 -0.084 1.612
C -0.389 0.696 0.490
H -0.419 1.882 -2.050
H -0.505 3.236 -0.897
H -1.935 2.573 -1.803
H -3.494 1.954 -0.016
H -3.846 0.680 2.041
H -2.121 -1.039 2.822
H 0.171 -0.764 1.861
H 0.572 0.685 -0.009
C 2.981 -1.751 -1.574
C 2.706 -2.116 -0.087
H 2.063 -1.425 -2.078
H 3.601 -0.866 -1.702
H 3.331 -2.640 -2.086
H 3.492 -1.698 0.529
H 1.754 -1.694 0.242
H 2.554 -3.191 -0.067
*
```

For the molar mass, the calculation gives 122.2 g/mol. The structure (SMILES) is Cc1ccccc1.CC. The gap between HOMO and LUMO is 0.367 Ha.



<y>
C9H14 | wB97M-V/def2-TZVPD

The geometry in ORCA input format:
```
! wB97M-V def2-TZVPD RIJCOSX def2/J DEFGRID3
* xyz 0 1
C -1.482 -1.786 0.643
C -1.969 -0.392 0.358
C -1.122 0.707 0.395
C -1.590 1.992 0.152
C -2.939 2.193 -0.067
C -3.792 1.104 -0.068
C -3.336 -0.183 0.197
H -2.063 -2.524 0.093
H -1.469 -2.070 1.691
H -0.470 -1.946 0.268
H -0.068 0.486 0.507
H -0.902 2.838 0.180
H -3.347 3.177 -0.243
H -4.854 1.245 -0.239
H -4.055 -0.989 0.281
C 4.285 0.274 -0.521
C 4.107 -1.251 -0.467
H 3.345 0.716 -0.856
H 4.512 0.724 0.444
H 4.936 0.569 -1.343
H 4.261 -1.652 -1.466
H 3.123 -1.519 -0.083
H 4.888 -1.714 0.144
*
```

For the molar mass, the calculation gives 122.2 g/mol. The structure (SMILES) is Cc1ccccc1.CC. The gap between HOMO and LUMO is 0.369 Ha.



<z>
C9H14 | wB97M-V/def2-TZVPD

The geometry in ORCA input format:
```
! wB97M-V def2-TZVPD RIJCOSX def2/J DEFGRID3
* xyz 0 1
C 0.106 0.566 -2.677
C 0.549 -0.063 -1.385
C -0.320 -0.707 -0.557
C 0.134 -1.377 0.582
C 1.494 -1.441 0.834
C 2.401 -0.740 0.014
C 1.925 -0.032 -1.078
H -0.737 0.009 -3.096
H 0.873 0.591 -3.445
H -0.284 1.582 -2.570
H -1.392 -0.585 -0.673
H -0.481 -1.912 1.290
H 1.928 -2.143 1.531
H 3.470 -0.671 0.167
H 2.603 0.656 -1.558
C -1.682 1.546 1.657
C -3.131 1.248 2.074
H -1.374 2.588 1.789
H -0.975 0.940 2.210
H -1.646 1.417 0.579
H -3.263 0.172 2.047
H -3.862 1.823 1.496
H -3.427 1.633 3.056
*
```

For the molar mass, the calculation gives 122.2 g/mol. The structure (SMILES) is Cc1ccccc1.CC. The gap between HOMO and LUMO is 0.368 Ha.



Stability comparison, relative energies in hartree: <w> 0.0599; <x> 0.0171; <y> 0.0000; <z> 0.0106



<w>
C9H14 | wB97M-V/def2-TZVPD

The geometry in ORCA input format:
```
! wB97M-V def2-TZVPD RIJCOSX def2/J DEFGRID3
* xyz 0 1
C 0.647 0.905 0.429
C -0.639 0.396 -0.136
C -1.782 1.200 -0.062
C -3.032 0.685 -0.378
C -3.169 -0.652 -0.754
C -2.008 -1.298 -1.130
C -0.749 -0.842 -0.760
H 1.332 0.197 0.850
H 0.411 1.666 1.186
H 1.119 1.631 -0.248
H -1.681 2.217 0.280
H -3.888 1.343 -0.296
H -4.124 -1.134 -0.652
H -2.051 -2.272 -1.607
H 0.101 -1.502 -0.863
C 4.278 -0.675 0.411
C 3.697 0.135 1.592
H 4.648 -0.092 -0.434
H 5.126 -1.265 0.769
H 3.568 -1.410 0.030
H 2.999 0.867 1.234
H 4.526 0.585 2.129
H 3.177 -0.673 2.108
*
```

For the molar mass, the calculation gives 122.2 g/mol. The structure (SMILES) is Cc1ccccc1.CC. The gap between HOMO and LUMO is 0.360 Ha.



<x>
C9H14 | wB97M-V/def2-TZVPD

The geometry in ORCA input format:
```
! wB97M-V def2-TZVPD RIJCOSX def2/J DEFGRID3
* xyz 0 1
C -0.927 1.997 -0.026
C 0.496 1.409 -0.059
C 0.971 0.256 -0.763
C 2.298 -0.252 -0.832
C 3.145 0.567 -0.069
C 2.768 1.715 0.710
C 1.396 1.868 0.944
H -1.220 2.628 0.869
H -1.655 1.196 0.265
H -1.270 2.580 -0.867
H 0.133 -0.261 -1.243
H 2.657 -1.177 -1.373
H 4.204 0.303 -0.105
H 3.622 2.166 1.225
H 1.033 2.403 1.812
C -2.823 -2.116 0.373
C -1.561 -2.349 -0.538
H -2.447 -1.408 1.273
H -3.591 -1.415 -0.037
H -3.292 -2.998 0.745
H -1.935 -2.369 -1.563
H -1.037 -3.274 -0.206
H -0.965 -1.467 -0.539
*
```

For the molar mass, the calculation gives 122.2 g/mol. The structure (SMILES) is Cc1ccccc1.CC. The gap between HOMO and LUMO is 0.358 Ha.



<y>
C9H14 | wB97M-V/def2-TZVPD

The geometry in ORCA input format:
```
! wB97M-V def2-TZVPD RIJCOSX def2/J DEFGRID3
* xyz 0 1
C 0.384 0.182 2.582
C 0.161 0.826 1.259
C -0.963 0.457 0.530
C -1.280 1.059 -0.687
C -0.338 1.885 -1.285
C 0.817 2.240 -0.609
C 1.066 1.663 0.633
H 0.466 0.854 3.444
H 1.316 -0.383 2.594
H -0.368 -0.518 2.945
H -1.728 -0.227 0.891
H -2.192 0.781 -1.200
H -0.601 2.313 -2.238
H 1.584 2.846 -1.078
H 1.991 1.840 1.176
C -0.692 -2.956 -1.352
C 0.685 -3.521 -1.015
H -0.676 -2.515 -2.344
H -1.467 -3.724 -1.335
H -1.055 -2.212 -0.637
H 0.802 -3.796 0.027
H 1.494 -2.804 -1.177
H 0.879 -4.274 -1.738
*
```

For the molar mass, the calculation gives 122.2 g/mol. The structure (SMILES) is Cc1ccccc1.CC. The gap between HOMO and LUMO is 0.371 Ha.



Stability comparison, relative energies in hartree: <w> 0.0177; <x> 0.0652; <y> 0.0000